DFT (ωB97M-V/def2-TZVPD) results for a molecular structure, C29H17I2N2O3RuS5.

```
59
Properties=species:S:1:pos:R:3
Ru -0.11 -0.78 0.51
I -0.35 -1.43 3.00
C -2.04 -0.19 3.19
C -2.64 -0.01 4.40
C -3.78 0.80 4.49
C -4.29 1.40 3.37
C -3.68 1.21 2.11
C -4.22 1.81 0.95
C -3.63 1.59 -0.27
C -2.48 0.80 -0.38
C -1.88 0.20 0.71
C -2.52 0.40 1.99
H -2.24 -0.50 5.28
H -4.26 0.95 5.46
H -5.17 2.02 3.43
H -5.10 2.43 1.04
H -4.05 2.05 -1.16
H -2.03 0.66 -1.35
O 2.12 -0.97 0.45
C 3.18 -0.31 0.66
C 4.45 -0.94 0.54
C 5.62 -0.27 0.82
C 5.61 1.07 1.23
C 4.39 1.71 1.33
C 3.18 1.07 1.03
C 1.93 1.80 1.06
N 0.68 1.35 1.10
C -0.13 2.46 1.15
C 0.62 3.59 1.12
N 1.93 3.16 1.09
H 4.45 -1.98 0.24
H 6.57 -0.80 0.74
H 6.53 1.58 1.48
H 4.38 2.74 1.67
H -1.20 2.40 1.19
H 0.35 4.63 1.12
H 2.74 3.71 0.90
S -2.94 -7.46 2.40
C -2.16 -6.12 1.77
S -0.45 -5.96 1.71
C -0.34 -4.38 0.96
C -1.55 -3.82 0.67
S -1.78 -2.34 -0.20
S -2.96 -4.74 1.15
S 1.13 -3.57 0.65
I 0.49 -0.95 -8.46
C 0.54 -0.48 -6.41
C 0.02 -1.38 -5.50
C 0.05 -1.07 -4.14
C 0.60 0.14 -3.72
C 1.12 1.02 -4.65
C 1.09 0.72 -6.01
C 0.64 0.50 -2.24
O 1.18 1.55 -1.91
O 0.05 -0.37 -1.52
H -0.40 -2.32 -5.83
H -0.34 -1.75 -3.40
H 1.54 1.95 -4.29
H 1.49 1.42 -6.73
```

2S+1: 2
Orbital gap (alpha / beta): 4.45 / 4.41 eV
Molecular weight: 956.68 g/mol
Expectation value of S²: 0.758
HOMO level (alpha / beta): -1.1 / -1.1 eV
ΔE to the lowest compared entry with this formula, charge and spin: 102.4 kJ/mol
Charge: -2

DFT (ωB97M-V/def2-TZVPD) results for a molecular structure, C34H76F2O13 at a distorted geometry.

```
125
Properties=species:S:1:pos:R:3
C -0.83 -1.44 0.10
C 0.52 -0.77 0.21
O 0.30 0.11 1.30
C -0.99 0.32 1.42
O -1.50 1.12 2.18
O -1.68 -0.44 0.62
F 0.81 -0.09 -0.89
H -0.86 -2.28 0.79
H -0.96 -1.71 -0.95
H 1.27 -1.52 0.43
C -3.65 -0.42 3.02
C -3.03 -1.08 4.30
O -2.12 -1.94 3.67
C -2.60 -2.30 2.44
O -2.13 -3.14 1.67
O -3.56 -1.46 2.06
F -3.89 -1.80 5.04
H -3.04 0.47 2.88
H -4.72 -0.29 3.18
H -2.51 -0.46 5.02
C -3.15 1.43 0.73
C -4.63 1.28 1.06
O -5.23 0.55 0.00
C -5.51 1.37 -1.11
C -6.54 0.51 -1.92
H -2.59 1.81 1.59
H -2.83 0.41 0.53
H -3.03 2.18 -0.05
H -4.79 0.79 2.03
H -5.12 2.25 1.14
H -5.94 2.34 -0.87
H -4.62 1.56 -1.71
H -7.49 0.33 -1.43
H -6.24 -0.51 -2.17
H -6.76 1.00 -2.87
C 2.44 1.97 1.68
C 1.29 2.07 2.72
O 1.89 1.90 4.03
C 0.94 1.70 5.07
C 1.77 1.54 6.31
H 2.10 1.88 0.65
H 3.15 2.79 1.74
H 2.98 1.06 1.91
H 0.76 3.02 2.59
H 0.53 1.31 2.53
H 0.18 2.48 5.16
H 0.47 0.73 4.92
H 2.54 0.76 6.29
H 1.15 1.39 7.19
H 2.23 2.52 6.46
C -0.08 0.96 -6.70
C -1.13 0.89 -5.63
O -0.74 -0.11 -4.69
C -1.50 -0.01 -3.53
C -1.01 -0.90 -2.38
H 0.85 1.42 -6.36
H 0.16 -0.01 -7.12
H -0.37 1.56 -7.56
H -1.21 1.85 -5.11
H -2.09 0.53 -6.01
H -1.51 0.98 -3.08
H -2.56 -0.18 -3.76
H -0.87 -1.89 -2.82
H -1.73 -0.85 -1.57
H -0.06 -0.54 -2.00
C -1.04 -3.93 -1.12
C 0.50 -3.81 -1.40
O 1.00 -2.65 -0.81
C 2.41 -2.44 -1.03
C 3.26 -3.03 0.11
H -1.24 -3.43 -0.18
H -1.73 -3.46 -1.82
H -1.31 -4.97 -0.95
H 0.93 -4.71 -0.97
H 0.66 -3.82 -2.48
H 2.74 -2.76 -2.02
H 2.53 -1.36 -1.06
H 3.20 -2.40 1.00
H 4.29 -3.01 -0.24
H 2.91 -4.05 0.26
C -2.35 4.99 -1.32
C -1.91 3.54 -1.84
O -0.77 3.21 -1.09
C -0.25 1.85 -1.31
C 1.14 1.82 -0.66
H -3.22 5.42 -1.81
H -2.56 4.97 -0.25
H -1.49 5.65 -1.38
H -2.65 2.78 -1.57
H -1.68 3.58 -2.91
H -0.84 1.07 -0.83
H -0.17 1.52 -2.35
H 1.07 1.88 0.42
H 1.67 2.72 -0.97
H 1.74 0.92 -0.82
C 3.25 -0.80 2.70
C 1.78 -0.95 3.08
O 1.49 -2.16 2.44
C 0.27 -2.79 2.83
C 0.33 -4.11 1.99
H 3.63 0.14 3.10
H 3.87 -1.69 2.83
H 3.33 -0.58 1.64
H 1.64 -1.03 4.16
H 1.17 -0.15 2.66
H 0.31 -2.98 3.90
H -0.55 -2.12 2.55
H 1.17 -4.77 2.21
H 0.48 -3.88 0.93
H -0.64 -4.58 2.14
C 6.62 1.33 -3.44
C 5.45 0.32 -3.26
O 4.79 0.72 -2.07
C 3.81 -0.16 -1.59
C 3.02 0.48 -0.41
H 7.11 1.17 -4.40
H 6.22 2.32 -3.24
H 7.31 1.03 -2.65
H 4.80 0.34 -4.13
H 5.83 -0.67 -2.99
H 3.09 -0.31 -2.39
H 4.27 -1.11 -1.32
H 2.58 1.45 -0.64
H 3.65 0.56 0.48
H 2.15 -0.10 -0.10
```

Orbital gap: 9.05 eV
Molecular weight: 730.97 g/mol
HOMO level: -8.4 eV
ΔE to the lowest compared entry with this formula, charge and spin: 2411.3 kJ/mol

DFT (ωB97M-V/def2-TZVPD) results for a molecular structure, C26H37GeN4Ru.

```
69
Properties=species:S:1:pos:R:3
Ru -0.63 0.24 0.23
C -1.11 -3.72 0.82
C -1.09 -3.73 -0.70
C -0.75 -2.41 -1.41
N -1.48 -1.21 -0.98
C -2.62 -0.87 -1.58
C -3.32 -1.79 -2.39
C -4.52 -1.72 -3.06
C -5.43 -0.67 -3.13
C -5.26 0.58 -2.58
C -4.20 1.10 -1.85
C -3.01 0.54 -1.38
N -2.09 1.27 -0.70
C -2.29 2.71 -0.53
C -1.49 3.36 0.59
C -0.01 3.01 0.64
N 0.17 1.69 1.24
C 0.79 1.47 2.45
C 1.40 2.51 3.18
C 2.08 2.45 4.42
C 2.40 1.40 5.22
C 2.08 0.01 4.99
C 1.36 -0.51 3.97
C 0.74 0.12 2.86
N -0.07 -0.75 2.01
C 0.74 -1.91 1.45
C 0.18 -3.32 1.55
H -1.34 -4.74 1.14
H -1.96 -3.12 1.16
H -2.06 -4.08 -1.03
H -0.36 -4.46 -1.05
H -0.87 -2.55 -2.48
H 0.31 -2.20 -1.27
H -2.84 -2.76 -2.48
H -4.80 -2.62 -3.59
H -6.34 -0.85 -3.68
H -6.07 1.28 -2.75
H -4.33 2.15 -1.63
H -3.33 2.92 -0.30
H -2.06 3.20 -1.48
H -1.93 3.10 1.56
H -1.60 4.44 0.47
H 0.54 3.79 1.17
H 0.40 2.99 -0.38
H 1.34 3.49 2.75
H 2.42 3.42 4.77
H 2.95 1.62 6.13
H 2.45 -0.69 5.72
H 1.22 -1.58 4.00
H 1.71 -1.89 1.94
H 0.91 -1.64 0.41
H 0.10 -3.58 2.60
H 0.99 -3.96 1.16
C -3.65 -2.30 4.18
Ge -1.76 -1.90 4.44
C -1.58 -0.59 5.86
C -0.83 -3.56 4.89
C -1.39 -1.02 2.68
H -4.09 -2.67 5.10
H -3.79 -3.05 3.40
H -4.19 -1.40 3.88
H -1.96 -1.00 6.79
H -2.18 0.29 5.61
H -0.55 -0.27 6.01
H -1.18 -3.84 5.88
H 0.25 -3.46 4.94
H -1.09 -4.37 4.21
H -1.80 -0.02 2.88
H -2.06 -1.46 1.95
```

2S+1: 5
Orbital gap (alpha / beta): 6.28 / 6.39 eV
Molecular weight: 579.29 g/mol
Expectation value of S²: 6.068
HOMO level (alpha / beta): -8.9 / -10.5 eV
ΔE to the lowest compared entry with this formula, charge and spin: 0.0 kJ/mol
Charge: +1

DFT (ωB97M-V/def2-TZVPD) results for C4H8N2 in the gas phase at a distorted geometry.

```
14
Properties=species:S:1:pos:R:3
C 1.51 -0.85 -0.21
C 0.66 0.44 -0.32
C -0.68 0.41 0.48
N -1.59 1.44 0.03
C -1.08 -1.01 0.39
N -0.79 -2.12 0.23
H 2.11 -0.81 0.71
H 2.17 -0.93 -1.07
H 0.92 -1.83 -0.21
H 1.18 1.33 0.05
H 0.41 0.65 -1.36
H -0.47 0.58 1.54
H -1.93 1.22 -0.90
H -2.41 1.48 0.64
```

Orbital gap: 11.15 eV
Molecular weight: 84.12 g/mol
HOMO level: -10.4 eV
ΔE to the lowest compared entry with this formula, charge and spin: 104.2 kJ/mol

DFT (ωB97M-V/def2-TZVPD) results for a molecular structure, C45H33BrIMgN5O2P.

```
89
Properties=species:S:1:pos:R:3
Mg -0.07 -0.20 -0.07
C 3.95 -3.64 -4.56
C 2.69 -3.83 -4.01
C 2.13 -2.84 -3.21
C 2.81 -1.65 -2.96
C 4.07 -1.47 -3.52
C 4.64 -2.46 -4.31
P 1.92 -0.40 -1.95
C 3.26 0.70 -1.35
C 3.16 2.08 -1.44
C 4.15 2.90 -0.90
C 5.25 2.34 -0.26
C 5.35 0.96 -0.15
C 4.35 0.14 -0.67
C 1.08 0.64 -3.21
C 1.65 0.84 -4.44
C 1.04 1.67 -5.41
C -0.14 2.29 -5.11
C -0.77 2.10 -3.86
C -2.00 2.74 -3.57
C -2.60 2.55 -2.37
C -1.99 1.73 -1.39
C -0.79 1.07 -1.58
C -0.16 1.27 -2.86
H 4.39 -4.40 -5.18
H 2.14 -4.75 -4.20
H 1.14 -3.00 -2.78
H 4.62 -0.55 -3.34
H 5.62 -2.30 -4.74
H 2.32 2.53 -1.96
H 4.07 3.98 -1.00
H 6.03 2.98 0.14
H 6.20 0.51 0.35
H 4.44 -0.93 -0.58
H 2.58 0.35 -4.70
H 1.52 1.81 -6.37
H -0.62 2.93 -5.85
H -2.45 3.37 -4.33
H -3.55 3.04 -2.15
H -2.52 1.61 -0.45
O 5.73 -1.78 3.87
N 4.88 -2.64 3.94
O 4.90 -3.59 4.69
C 3.70 -2.51 3.05
C 3.16 -3.65 2.60
C 2.07 -3.62 1.68
C 1.50 -4.79 1.16
C 0.45 -4.69 0.28
C 0.00 -3.41 -0.07
N 0.53 -2.30 0.40
C 1.55 -2.39 1.28
C 2.10 -1.16 1.81
N 1.53 0.01 1.42
C 2.04 1.15 1.87
C 3.10 1.19 2.77
C 3.67 0.02 3.20
C 3.19 -1.20 2.69
H 3.57 -4.60 2.92
H 1.89 -5.75 1.45
H -0.02 -5.56 -0.14
H -0.82 -3.30 -0.78
H 1.60 2.06 1.50
H 3.46 2.15 3.12
H 4.49 0.04 3.89
N -5.94 -1.53 1.78
C -4.65 -1.28 1.45
C -3.72 -0.83 2.41
C -2.43 -0.59 2.02
N -1.98 -0.75 0.77
C -2.87 -1.17 -0.15
C -4.18 -1.45 0.14
H -6.28 -1.35 2.71
H -6.59 -1.84 1.09
H -4.02 -0.68 3.44
H -1.71 -0.24 2.75
H -2.51 -1.26 -1.17
H -4.85 -1.78 -0.65
Br -1.24 5.48 4.67
C -2.54 5.45 3.30
C -3.57 6.38 3.37
C -4.55 6.40 2.40
C -4.51 5.50 1.35
C -3.49 4.57 1.27
C -2.50 4.55 2.25
I -0.98 3.13 2.04
H -3.59 7.08 4.19
H -5.35 7.13 2.46
H -5.28 5.51 0.58
H -3.44 3.87 0.45
```

Orbital gap: 6.29 eV
Molecular weight: 937.88 g/mol
HOMO level: -9.8 eV
ΔE to the lowest compared entry with this formula, charge and spin: 27.6 kJ/mol
Charge: +1

DFT (ωB97M-V/def2-TZVPD) results for a molecular structure, C32H49INO4S at a distorted geometry.

```
88
Properties=species:S:1:pos:R:3
C 4.28 0.61 5.32
C 3.62 1.12 6.69
O 4.23 1.78 7.55
O 2.21 0.87 6.95
C 1.52 1.88 6.16
C 0.10 1.38 5.58
C 0.05 -0.17 5.16
C -0.39 -0.41 3.62
C -1.93 -0.94 3.48
C -2.90 0.16 2.84
C -3.96 -0.20 1.94
C -4.31 -1.69 1.49
C -4.61 -2.70 2.71
C -5.46 -2.06 3.92
S -7.22 -1.63 3.41
C -4.86 1.00 1.31
O -6.11 0.93 1.16
C -4.00 2.32 0.93
C -2.95 2.68 1.84
C -1.96 3.92 1.62
C -0.42 3.56 2.00
C 0.62 3.92 0.79
C 0.29 3.12 -0.59
C 1.56 2.95 -1.59
C 1.33 1.78 -2.69
C 2.73 0.99 -3.00
C 3.04 0.94 -4.58
C 3.86 -0.38 -5.04
C 2.96 -1.73 -4.89
C 2.04 -1.91 -6.21
C 2.56 -3.19 -7.04
N 1.56 -4.29 -7.17
C 1.78 -5.43 -8.04
C 0.63 -6.45 -8.02
C -0.39 -5.84 -7.01
C 0.28 -4.53 -6.54
C -2.79 1.75 3.15
O -2.63 2.23 4.31
H 5.37 0.95 5.33
H 4.16 -0.52 5.21
H 3.74 1.16 4.46
H 1.29 2.78 6.85
H 2.12 2.29 5.29
H -0.76 1.70 6.28
H -0.08 1.98 4.61
H -0.77 -0.67 5.80
H 1.03 -0.73 5.35
H -0.21 0.53 2.99
H 0.31 -1.22 3.19
H -2.32 -1.43 4.43
H -1.87 -1.79 2.69
H -3.55 -2.14 0.74
H -5.30 -1.62 0.89
H -3.62 -3.07 3.18
H -5.16 -3.66 2.37
H -4.94 -1.20 4.44
H -5.57 -2.90 4.70
H -7.29 -2.15 2.11
H -4.18 2.93 -0.01
H -1.96 4.31 0.53
H -2.24 4.80 2.32
H -0.27 2.45 2.24
H -0.05 4.17 2.91
H 0.66 5.10 0.61
H 1.70 3.59 1.12
H -0.46 3.78 -1.17
H -0.14 2.09 -0.30
H 2.53 2.66 -1.03
H 1.74 3.92 -2.17
H 0.98 2.18 -3.70
H 0.55 1.03 -2.31
H 2.67 -0.06 -2.52
H 3.63 1.51 -2.51
H 3.74 1.83 -4.79
H 2.10 1.09 -5.23
H 4.87 -0.49 -4.52
H 4.05 -0.27 -6.16
H 2.31 -1.64 -3.93
H 3.71 -2.58 -4.73
H 0.96 -1.99 -5.85
H 2.11 -0.93 -6.80
H 3.53 -3.64 -6.63
H 2.79 -2.82 -8.10
H 2.71 -5.55 -8.70
H 0.48 -7.42 -8.59
H -1.41 -6.19 -6.65
H -0.19 -3.80 -5.79
I 2.11 5.35 -0.01
```

Orbital gap: 2.78 eV
Molecular weight: 670.72 g/mol
HOMO level: -1.6 eV
Charge: -1

DFT (ωB97M-V/def2-TZVPD) results for a molecular structure, C17H24AsMnN6O2S.

```
52
Properties=species:S:1:pos:R:3
Mn 0.78 -0.63 -0.58
N -2.87 -2.62 -2.11
C -1.86 -2.04 -1.44
S -0.26 -2.29 -2.08
N -2.23 -1.37 -0.36
N -1.22 -0.75 0.28
C -1.45 -0.15 1.39
C -2.79 -0.06 2.02
C -3.37 1.19 2.23
C -4.62 1.29 2.82
C -5.29 0.15 3.22
C -4.72 -1.10 3.02
C -3.47 -1.20 2.42
C -0.25 0.42 2.06
C -0.32 1.07 3.29
C 0.85 1.51 3.89
C 2.06 1.29 3.26
C 2.06 0.63 2.05
N 0.93 0.21 1.47
H -2.68 -3.24 -2.87
H -3.80 -2.54 -1.73
H -2.85 2.09 1.92
H -5.08 2.27 2.97
H -6.27 0.22 3.68
H -5.24 -2.00 3.32
H -3.02 -2.17 2.24
H -1.28 1.21 3.77
H 0.80 2.01 4.84
H 3.00 1.61 3.71
H 2.97 0.41 1.51
C 5.11 -0.50 -2.82
As 3.33 -1.21 -2.64
C 2.25 -0.40 -4.01
C 3.39 -3.10 -2.92
O 2.76 -0.88 -1.10
H 5.29 -0.24 -3.86
H 5.83 -1.24 -2.49
H 5.18 0.38 -2.19
H 2.80 -0.38 -4.94
H 2.00 0.61 -3.68
H 1.33 -0.97 -4.12
H 3.82 -3.32 -3.89
H 2.38 -3.50 -2.86
H 4.00 -3.54 -2.14
N -0.90 2.99 -0.95
C 0.31 2.42 -1.01
N 1.37 3.12 -0.55
O 0.45 1.28 -1.49
H -1.06 3.93 -0.64
H -1.67 2.48 -1.35
H 1.27 4.00 -0.08
H 2.25 2.65 -0.50
```

2S+1: 6
Orbital gap (alpha / beta): 7.52 / 7.47 eV
Molecular weight: 506.35 g/mol
Expectation value of S²: 8.754
HOMO level (alpha / beta): -10.2 / -10.3 eV
Charge: +1